Formula: C23H20N11O2Ru
Source: the Open Molecules 2025 dataset
Level of theory: the ωB97M-V functional and the def2-TZVPD basis

As for the total energy: -1735.60757 hartree. As for the HOMO-LUMO gap (alpha / beta): 8.5526 / 6.7852 eV.

Geometry as ORCA input:
```
! RIJCOSX wB97M-V def2-TZVPD def2/J DEFGRID3
* xyz 2 6
Ru -1.23607 0.27504 -0.29369
C -0.19407 2.81884 -3.94669
C 1.13863 3.16884 -3.78769
C 1.82033 2.73994 -2.65969
C 1.16443 1.94404 -1.71879
N -0.11597 1.58794 -1.91209
C -0.77807 2.01204 -2.98009
C 1.78383 1.47144 -0.46539
C 3.08733 1.77414 -0.06959
C 3.56603 1.26284 1.12851
C 2.74033 0.48204 1.91731
C 1.44753 0.21494 1.46731
N 1.00053 0.70464 0.30631
C 0.47923 -0.57646 2.23881
C 0.83863 -1.43146 3.28061
C -0.15327 -2.07706 3.99911
C -1.48237 -1.85576 3.65931
C -1.76337 -1.02456 2.58751
N -0.80997 -0.40696 1.89791
H -0.76817 3.16294 -4.79179
H 1.63403 3.77464 -4.53069
H 2.84333 3.04214 -2.51329
H -1.81517 1.69824 -3.06269
H 3.72713 2.39114 -0.67829
H 4.57813 1.46894 1.44351
H 3.08433 0.09024 2.85971
H 1.87803 -1.58776 3.51241
H 0.10273 -2.73136 4.81851
H -2.29097 -2.30486 4.21211
H -2.78237 -0.83776 2.26771
N -2.23597 4.93174 1.96561
N -2.54717 3.95904 1.11501
N -3.63587 4.00584 0.39581
C -3.54387 2.92974 -0.36379
N -2.41827 2.26774 -0.10039
N -1.79107 2.92644 0.85251
H -3.02267 5.48614 2.27891
H -1.51607 4.71534 2.63821
H -4.27917 2.62814 -1.07899
N 3.38583 -4.36116 -0.39459
C 2.62083 -3.30886 -0.10489
O 2.92843 -2.40876 0.65431
C 1.26303 -3.26886 -0.75389
C 0.41993 -4.36156 -0.91489
C -0.86157 -4.13386 -1.39439
C -1.25907 -2.83196 -1.66559
N -0.44887 -1.78396 -1.51409
C 0.79253 -2.00776 -1.10319
H 4.30873 -4.41786 0.00971
H 3.11543 -5.06056 -1.06659
H 0.75053 -5.36216 -0.67699
H -1.55207 -4.94876 -1.53989
H -2.25567 -2.63026 -2.03539
H 1.47233 -1.16646 -1.07089
O -5.22557 -1.36406 -1.03029
C -4.15197 -1.01126 -0.77719
N -3.03717 -0.67276 -0.51059
*
```

These are the natural (NBO) partial charges, in e, on atoms 1 to 8: atom 1 (Ru): 1.71, atom 2 (C): -0.22, atom 3 (C): -0.11, atom 4 (C): -0.20, atom 5 (C): 0.17, atom 6 (N): -0.50, atom 7 (C): 0.08, atom 8 (C): 0.17

Formula: C23H20N2O4
Source: the Open Molecules 2025 dataset
Level of theory: the ωB97M-V functional and the def2-TZVPD basis

The SMILES is O=C1CC2(CCN(C(=O)C(=O)c3c[nH]c4ccccc34)CC2)Oc2ccccc21. The value obtained for the energy above the lowest of the compared OMol25 structures with the same formula, charge and spin is 87.1 kJ/mol. As for the total energy: -1298.97810 hartree. As for the HOMO-LUMO gap: 8.7214 eV.

Geometry as ORCA input:
```
! RIJCOSX wB97M-V def2-TZVPD def2/J DEFGRID3
* xyz 0 1
O 3.64970 -0.60795 -3.43753
C 2.99730 -0.36841 -2.44739
C 2.86536 1.03220 -1.87334
C 1.46500 1.26583 -1.30481
C 1.36686 2.62619 -0.58676
C 0.00910 3.29554 -0.82395
N -1.04430 2.30807 -0.80247
C -1.98848 2.33619 0.15776
O -2.04961 3.18934 1.02377
C -3.02985 1.22281 0.05532
O -3.92685 1.29094 -0.76593
C -2.88514 0.12916 0.99461
C -3.76515 -0.93344 1.06820
N -3.35108 -1.81733 1.99899
C -2.18632 -1.36578 2.56954
C -1.40070 -1.94515 3.55616
C -0.26446 -1.26578 3.94278
C 0.07305 -0.04050 3.36465
C -0.70437 0.53709 2.38339
C -1.85447 -0.13000 1.96558
C -0.99584 1.28515 -1.82717
C 0.40966 1.18911 -2.42106
O 1.16688 0.27895 -0.30974
C 1.45772 -1.00688 -0.59859
C 0.88090 -1.98939 0.20511
C 1.12546 -3.32334 -0.04881
C 1.93779 -3.70884 -1.10919
C 2.52228 -2.74453 -1.89984
C 2.30302 -1.38803 -1.65082
H 3.10094 1.76747 -2.64299
H 3.60324 1.12461 -1.06986
H 2.16097 3.29084 -0.92636
H 1.50675 2.44047 0.47879
H -0.00261 3.81662 -1.78677
H -0.20903 4.01740 -0.03446
H -4.65965 -1.08285 0.49480
H -3.82681 -2.66804 2.25223
H -1.67311 -2.88979 4.00299
H 0.37305 -1.68406 4.70695
H 0.96692 0.46420 3.69903
H -0.43314 1.48865 1.96071
H -1.72219 1.50693 -2.61927
H -1.26935 0.32366 -1.38089
H 0.59124 1.99873 -3.12783
H 0.50110 0.24608 -2.96272
H 0.24846 -1.67941 1.02086
H 0.67245 -4.07297 0.58278
H 2.11408 -4.75492 -1.30552
H 3.17323 -3.00486 -2.72093
*
```

These are the natural (NBO) partial charges, in e, on atoms 1 to 8: atom 1 (O): -0.54, atom 2 (C): 0.58, atom 3 (C): -0.53, atom 4 (C): 0.30, atom 5 (C): -0.43, atom 6 (C): -0.23, atom 7 (N): -0.43, atom 8 (C): 0.61

Formula: C23H20N3Tc
Source: the Open Molecules 2025 dataset
Level of theory: the ωB97M-V functional and the def2-TZVPD basis

As for the total energy: -1132.42088 hartree. As for the HOMO-LUMO gap (alpha / beta): 6.6219 / 3.6792 eV.

Geometry as ORCA input:
```
! RIJCOSX wB97M-V def2-TZVPD def2/J DEFGRID3
* xyz 3 2
Tc -0.23470 -1.01960 0.37900
C 1.14860 -3.06090 -1.70200
C 1.53240 -1.65550 -2.01320
C 2.40340 -1.34840 -3.06420
C 2.76000 -0.03480 -3.29870
C 2.26100 0.96740 -2.46530
C 1.39270 0.61080 -1.44280
N 1.03150 -0.68570 -1.24070
C 0.81820 1.54600 -0.47060
C 1.03190 2.92100 -0.42530
C 0.46900 3.65230 0.61410
C -0.28610 3.01380 1.59100
C -0.47830 1.63790 1.50810
N 0.05960 0.93870 0.47780
C -1.19840 0.80060 2.47440
C -1.79800 1.26790 3.63700
C -2.44950 0.35790 4.46900
C -2.45560 -0.98060 4.13410
C -1.79110 -1.40910 2.97950
C -1.72020 -2.85320 2.62480
N -1.20460 -0.52420 2.16660
H 2.03080 -3.64080 -1.41910
H 0.72050 -3.55170 -2.57790
H 0.41970 -3.11840 -0.87190
H 2.79480 -2.15050 -3.67270
H 3.41830 0.22440 -4.11640
H 2.55940 1.99410 -2.61180
H 1.62280 3.42490 -1.17430
H 0.63590 4.71780 0.67450
H -0.70260 3.58460 2.40540
H -1.76000 2.30970 3.90510
H -2.93570 0.70610 5.36940
H -2.96040 -1.71250 4.74910
H -1.39260 -3.44520 3.48190
H -1.01980 -3.03780 1.79570
H -2.71370 -3.21830 2.35480
C -4.56190 -1.02320 -1.79960
C -3.92440 -2.18480 -1.36990
C -2.64760 -2.13200 -0.84100
C -1.99380 -0.89580 -0.71140
C -2.61940 0.25740 -1.18760
C -3.89900 0.20090 -1.71350
H -5.56000 -1.07180 -2.21200
H -4.43030 -3.13850 -1.44850
H -2.16770 -3.05980 -0.53860
H -2.10320 1.20980 -1.16320
H -4.38480 1.10240 -2.05990
*
```

These are the natural (NBO) partial charges, in e, on atoms 1 to 8: atom 1 (Tc): 0.98, atom 2 (C): -0.65, atom 3 (C): 0.32, atom 4 (C): -0.14, atom 5 (C): -0.10, atom 6 (C): -0.13, atom 7 (C): 0.25, atom 8 (N): -0.49

Formula: C23H21AsAuN3O2S4
Source: the Open Molecules 2025 dataset
Level of theory: the ωB97M-V functional and the def2-TZVPD basis

As for the total energy: -5168.18988 hartree. As for the HOMO-LUMO gap (alpha / beta): 6.4519 / 6.2296 eV.

Geometry as ORCA input:
```
! RIJCOSX wB97M-V def2-TZVPD def2/J DEFGRID3
* xyz -2 3
Au -0.17705 -0.05013 -0.08069
C 3.54586 0.04941 -0.82125
C 3.19384 -0.98832 -1.84516
C 3.89709 -1.08358 -3.03779
C 3.55991 -2.03471 -3.98701
C 2.50935 -2.90298 -3.74136
C 1.78429 -2.83709 -2.55939
C 0.62880 -3.76012 -2.30352
C 2.13496 -1.87100 -1.60918
N 1.37985 -1.72196 -0.42966
C 1.47568 -2.63291 0.52112
O 2.17322 -3.65840 0.56628
C 0.62536 -2.32585 1.74689
C 0.63272 -3.13771 2.87182
C -0.12120 -2.75045 3.96962
C -0.83913 -1.56378 3.93846
C -0.80325 -0.80397 2.77860
N -0.09942 -1.21523 1.73342
C -1.48670 0.55329 2.67637
O -2.00086 1.00604 3.71091
N -1.42051 1.09417 1.47195
C -1.90236 2.40634 1.30466
C -1.07424 3.48716 1.61823
C 0.29326 3.23096 2.17821
C -1.53392 4.77597 1.38486
C -2.79160 4.99477 0.84535
C -3.60040 3.91418 0.53423
C -3.17217 2.61152 0.75657
C -4.03334 1.43503 0.41093
H 4.46292 0.56879 -1.10151
H 3.68197 -0.40154 0.16346
H 2.74239 0.78282 -0.73141
H 4.70881 -0.38951 -3.22519
H 4.10500 -2.08853 -4.92154
H 2.22605 -3.63766 -4.48646
H 0.46564 -4.41272 -3.16230
H -0.28024 -3.18167 -2.12767
H 0.82232 -4.37778 -1.42440
H 1.23462 -4.03464 2.84436
H -0.13629 -3.36854 4.85994
H -1.41501 -1.19193 4.77320
H 0.86065 2.57471 1.51418
H 0.22891 2.73200 3.14849
H 0.84204 4.16558 2.30282
H -0.88466 5.61384 1.61710
H -3.13508 6.00502 0.65810
H -4.58180 4.07234 0.10237
H -5.02083 1.76435 0.08548
H -4.15104 0.77765 1.27507
H -3.58062 0.83587 -0.38085
S -2.51139 1.83406 -4.29338
As -1.21847 0.55278 -3.17603
S 0.17274 1.59134 -1.85238
S -2.08213 -0.99173 -2.00119
S -0.33452 -0.01556 -5.06372
*
```

These are the natural (NBO) partial charges, in e, on atoms 1 to 8: atom 1 (Au): 1.09, atom 2 (C): -0.63, atom 3 (C): -0.04, atom 4 (C): -0.22, atom 5 (C): -0.23, atom 6 (C): -0.21, atom 7 (C): -0.03, atom 8 (C): -0.65